{"formula": "C10H13NO3", "method": "the ωB97M-V functional and the def2-TZVPD basis", "elements": ["C", "C", "C", "C", "C", "C", "C", "C", "C", "C", "N", "O", "O", "O", "H", "H", "H", "H", "H", "H", "H", "H", "H", "H", "H", "H", "H"], "xyz": [[0.1219, -1.4336, -0.4954], [-0.4483, -0.3503, -1.3654], [-1.2643, 0.4006, 0.7666], [-0.1888, -1.4158, 0.9311], [-1.2508, 0.5469, -0.6708], [1.2293, -0.9939, 0.5189], [-0.4866, -0.5446, -2.8245], [2.2585, -2.0456, 0.8303], [1.7340, 0.4711, 0.3662], [-1.8749, 2.6409, 1.0249], [-1.4831, 1.3580, 1.5948], [-0.6251, -2.2401, 1.7700], [-1.5158, 1.3614, 2.8753], [-1.9983, 1.3641, -1.3029], [0.4863, -2.4160, -0.8778], [0.4475, -0.8645, -3.1604], [-0.8986, 0.4109, -3.1842], [-1.1992, -1.2857, -3.2213], [2.6912, -1.7507, 1.7115], [2.9453, -1.9402, -0.0119], [1.7597, -2.9130, 1.0280], [1.6540, 1.1355, 1.1613], [1.3390, 1.0787, -0.4381], [2.7590, 0.4208, 0.2826], [-2.7787, 3.1305, 1.4477], [-1.1674, 3.3272, 1.3120], [-2.2462, 2.5472, -0.0684]], "total_energy_ev": -18205.3479, "de_lowest_kcal_mol": 31.1, "largest_force_ha_per_bohr": 0.07307, "total_charge": -2, "homo_ev": 1.213}